{"formula": "C35H45N5O7RuS3Si", "method": "the ωB97M-V functional and the def2-TZVPD basis", "symbols": ["Ru", "C", "C", "C", "C", "O", "Si", "S", "O", "C", "C", "C", "C", "O", "C", "C", "C", "C", "H", "H", "H", "H", "H", "H", "H", "H", "H", "H", "H", "H", "H", "H", "H", "H", "H", "H", "H", "H", "H", "H", "H", "H", "H", "H", "H", "N", "C", "C", "C", "C", "C", "C", "N", "C", "C", "C", "S", "C", "N", "H", "H", "H", "H", "H", "H", "H", "O", "C", "C", "C", "C", "C", "C", "N", "H", "H", "H", "H", "H", "H", "H", "O", "C", "N", "S", "O", "O", "C", "C", "C", "C", "C", "C", "H", "H", "H", "H"], "coordinates": [[0.10931, -0.10922, 0.14717], [0.85159, 2.00117, 2.99722], [1.85984, 2.48826, 1.96924], [1.45298, 3.85907, 1.45047], [3.27250, 2.51221, 2.53031], [1.80545, 1.53764, 0.87496], [2.84839, 1.38388, -0.42649], [1.70535, 0.19460, -1.70717], [3.10740, 2.92239, -0.90477], [4.15001, 3.55763, -1.66675], [3.60249, 4.93425, -2.01891], [4.41387, 2.75581, -2.93289], [5.40202, 3.69023, -0.80997], [4.27335, 0.74279, -0.01682], [5.07649, -0.44798, -0.09696], [4.20989, -1.69320, -0.20599], [5.97453, -0.32843, -1.31945], [5.89287, -0.46828, 1.18810], [0.70085, 2.76981, 3.75458], [1.19506, 1.09323, 3.48852], [-0.11163, 1.80697, 2.51255], [1.48356, 4.57120, 2.27432], [0.43678, 3.83881, 1.05151], [2.12305, 4.19854, 0.66358], [3.30571, 3.15177, 3.41289], [3.96958, 2.91562, 1.79691], [3.59746, 1.51081, 2.80629], [2.75578, 4.84795, -2.69983], [4.37166, 5.53417, -2.50482], [3.27582, 5.45231, -1.11885], [3.48049, 2.57936, -3.46677], [4.86690, 1.79387, -2.70351], [5.09094, 3.30057, -3.58975], [5.22528, 4.38060, 0.01567], [6.22442, 4.08052, -1.40919], [5.69628, 2.72612, -0.40212], [3.65124, -1.70146, -1.14105], [3.51557, -1.74028, 0.62955], [4.84638, -2.57774, -0.16964], [5.37227, -0.27944, -2.22680], [6.62630, -1.19872, -1.39177], [6.59898, 0.56199, -1.25780], [5.23199, -0.55148, 2.05023], [6.47313, 0.44918, 1.28142], [6.57908, -1.31549, 1.19121], [-2.80502, 3.27016, 0.16119], [-1.94552, 4.04698, -0.60049], [-2.03901, 5.36233, -1.04728], [-0.98659, 5.81717, -1.81188], [0.12226, 5.00156, -2.10890], [0.21187, 3.70389, -1.66032], [-0.85086, 3.22645, -0.88975], [-1.05799, 1.97764, -0.32001], [-2.21049, 2.05664, 0.29280], [-2.74588, 0.89473, 0.99208], [-4.05155, 0.70835, 1.44937], [-4.26355, -0.83327, 2.13317], [-2.48553, -1.18093, 1.89374], [-1.90426, -0.11286, 1.16302], [-3.68636, 3.55728, 0.55123], [-2.88605, 5.99025, -0.81418], [-1.00733, 6.83056, -2.18699], [0.92371, 5.41509, -2.70506], [1.06895, 3.07989, -1.86300], [-4.87162, 1.39967, 1.37132], [-2.34221, -2.14869, 1.40448], [-1.54316, -0.34553, -1.89619], [-1.85237, -1.63887, -2.35915], [-1.00921, -2.72421, -1.72990], [-1.13401, -4.02927, -2.19335], [-0.33601, -5.01700, -1.65251], [0.57735, -4.66940, -0.66675], [0.62900, -3.35333, -0.25697], [-0.15677, -2.39270, -0.76290], [-0.77694, 0.00092, -2.38127], [-1.75217, -1.70203, -3.44718], [-2.90661, -1.81588, -2.12666], [-1.84157, -4.25233, -2.98036], [-0.41402, -6.03811, -2.00032], [1.24074, -5.39542, -0.22380], [1.33750, -3.05130, 0.50490], [-1.92395, -1.27759, 3.22072], [-0.62833, -1.49238, 3.36180], [0.23737, -1.53082, 2.41213], [1.73198, -2.01108, 3.06732], [2.00335, -3.33528, 2.60415], [2.67852, -0.96395, 2.85872], [1.17291, -2.04157, 4.73599], [1.87355, -2.33525, 5.88579], [1.15592, -2.30432, 7.07687], [-0.20443, -2.00369, 7.09802], [-0.89434, -1.72103, 5.92622], [-0.17393, -1.73853, 4.74527], [2.92712, -2.56944, 5.86609], [1.66595, -2.51882, 8.00568], [-0.72971, -1.99192, 8.04162], [-1.95001, -1.49237, 5.93351]], "forces_ev_per_angstrom": [[-0.0564, 0.0955, -0.6721], [-0.0718, 0.0805, 0.0221], [0.0245, 0.0277, -0.0952], [-0.0953, 0.1327, 0.1565], [-0.0440, 0.0578, 0.1267], [-0.1022, -0.3346, -0.0838], [0.1487, -0.0915, 0.0465], [-0.0695, 0.0063, 0.0159], [0.1185, -0.1553, 0.0686], [-0.0537, 0.0160, -0.0845], [0.1187, -0.0366, -0.1023], [0.0260, 0.0351, 0.0122], [-0.0277, 0.0161, -0.0130], [-0.0285, 0.1001, -0.0077], [-0.0512, 0.0247, 0.0564], [0.0645, -0.0235, -0.0339], [-0.0020, -0.0309, 0.0432], [-0.0004, -0.0563, -0.0373], [-0.0001, 0.0058, 0.0725], [0.0554, -0.0998, -0.0044], [0.0659, 0.0295, 0.0267], [-0.0025, 0.0876, 0.0528], [0.1208, 0.0102, 0.1485], [-0.0463, -0.0285, 0.0745], [0.0104, 0.0204, 0.0412], [0.0404, 0.0080, -0.0489], [-0.0217, -0.0550, 0.0077], [0.1475, -0.0587, 0.0089], [0.0299, 0.0212, -0.0178], [-0.0223, 0.0375, 0.0578], [-0.0532, 0.0036, -0.0360], [0.0185, -0.0505, 0.0392], [0.0431, 0.0208, -0.0342], [-0.0131, 0.0056, 0.0445], [0.0246, 0.0448, -0.0205], [0.0010, -0.0564, -0.0050], [0.0015, -0.0150, 0.0281], [-0.0645, 0.0040, 0.0554], [0.0218, -0.0386, 0.0036], [-0.0160, -0.0189, -0.0259], [0.0302, -0.0340, 0.0006], [0.0125, 0.0563, 0.0031], [-0.0374, -0.0067, 0.0153], [0.0221, 0.0385, -0.0161], [0.0193, -0.0226, -0.0043], [0.1354, -0.0115, -0.0895], [-0.1461, 0.0379, 0.0327], [0.0913, -0.0564, -0.0300], [0.0314, -0.0197, 0.0665], [-0.1231, 0.0527, -0.0260], [-0.1798, -0.0085, -0.0272], [-0.0978, -0.1128, -0.2825], [0.1433, 0.1205, 0.3784], [-0.2102, -0.2093, -0.0155], [-0.1441, 0.1339, -0.0669], [0.2729, 0.0515, -0.0869], [-0.0773, -0.1470, 0.0693], [0.0981, -0.1670, -0.1140], [0.1622, 0.1088, 0.1309], [0.0440, -0.0061, -0.0035], [-0.0494, 0.0318, 0.0048], [-0.0023, 0.0293, -0.0204], [-0.1381, 0.0215, 0.0202], [-0.0506, 0.0441, -0.0754], [-0.0677, 0.0693, -0.0148], [0.0505, 0.0754, 0.0127], [0.1046, 0.1724, 0.0053], [-0.0945, -0.0717, -0.0338], [0.0047, -0.0290, -0.0757], [0.0452, 0.0441, -0.0011], [0.0173, -0.0139, 0.0332], [-0.0425, 0.0563, -0.0541], [0.1445, 0.0544, 0.0510], [-0.1570, -0.0851, 0.2554], [-0.0333, 0.0159, -0.0152], [-0.0131, -0.0009, 0.0462], [0.0457, 0.0028, 0.0054], [-0.0256, -0.0027, -0.0309], [0.0017, -0.0129, -0.0068], [0.0395, -0.0420, 0.0364], [-0.1150, -0.0676, -0.1409], [-0.0291, 0.1694, 0.1277], [-0.0945, -0.0693, 0.0098], [0.1126, -0.0653, 0.0154], [-0.1386, 0.1682, 0.0125], [0.1020, 0.0062, 0.0160], [0.0306, -0.0008, -0.0473], [0.0493, -0.0402, 0.1488], [-0.0989, 0.0641, -0.0214], [-0.0182, 0.0091, 0.0306], [0.0615, -0.0118, -0.0468], [0.0517, 0.0098, -0.0077], [0.0189, -0.0430, -0.1137], [0.0538, -0.0275, -0.0041], [-0.0017, -0.0091, 0.0187], [-0.0183, -0.0041, 0.0411], [-0.0324, 0.0127, -0.0029]], "mulliken_charge": [0.09, -1.62, 1.38, -1.70, -1.38, 1.97, -0.33, -0.95, 0.95, 1.50, -1.63, -1.46, -1.57, 0.72, 2.04, -1.86, -1.88, -1.66, 0.49, 0.22, 0.02, 0.54, 0.38, 0.09, 0.54, 0.06, 0.06, 0.20, 0.48, 0.37, 0.26, 0.09, 0.53, 0.33, 0.47, 0.12, 0.34, 0.30, 0.59, 0.33, 0.51, 0.34, 0.17, 0.31, 0.47, -0.03, 1.02, -1.34, -0.79, -0.97, 0.39, -0.76, 1.32, -0.09, -0.81, -0.42, -0.23, -0.50, 1.11, 0.24, 0.45, 0.42, 0.42, 0.01, 0.44, 0.38, -0.24, -1.04, 0.73, -0.90, -0.40, -1.24, -0.43, 0.87, 0.22, 0.45, 0.28, 0.52, 0.43, 0.55, 0.26, -0.28, 0.35, 0.17, 0.62, -0.65, -0.46, 0.26, -0.56, -0.70, -0.67, -0.43, -0.23, 0.55, 0.44, 0.43, 0.59], "charge": 1, "s2": 8.793, "lumo_ha": [-0.107, -0.174], "e_homo_ha": [-0.35980, -0.37547], "e_above_lowest_kj_mol": 131.08, "spin_multiplicity": 6}